DFT (ωB97M-V with the def2-TZVPD basis set) results for 18 unconnected molecules or ions with the total composition C25H50Cl34N3S at a distorted geometry.

Atoms and positions in Å:
C1 6.8074 -1.3125 -0.2612
C2 6.6443 -1.0581 1.3093
N1 6.5600 0.3725 1.6787
C3 5.2693 0.9222 1.4810
C4 4.1887 0.5892 2.3815
N2 3.1123 1.3404 1.8539
C5 1.8143 1.2523 2.5806
S1 0.3593 1.4338 1.4799
C6 0.0675 -0.1548 0.5803
C7 -1.4874 -0.4619 0.6513
C8 3.4470 2.0670 0.7745
N3 4.7774 1.8108 0.5320
H1 7.8558 -1.6651 -0.5120
H2 6.1126 -2.1337 -0.5791
H3 6.6319 -0.3767 -0.8484
H4 5.8082 -1.6791 1.7042
H5 7.5940 -1.4510 1.7703
H6 7.3031 0.9362 1.2651
H7 4.1775 -0.0760 3.2622
H8 1.8058 1.9914 3.4284
H9 1.7528 0.2365 3.0551
H10 0.3604 -0.0967 -0.4965
H11 0.5839 -1.0005 1.0974
H12 -1.7580 -0.8583 1.6662
H13 -1.7456 -1.2311 -0.1201
H14 -2.1022 0.4605 0.4948
H15 2.7728 2.7544 0.2139
H16 5.3206 2.2183 -0.2407
C9 6.9776 -4.2260 -2.9829
Cl1 5.3755 -3.9599 -2.2813
Cl2 8.2585 -3.6791 -1.8898
H17 7.1059 -5.2882 -3.1720
H18 7.0495 -3.6734 -3.9154
C10 -3.2460 3.0247 2.3133
Cl3 -3.9525 4.6429 2.2047
Cl4 -4.3735 1.7936 1.7271
H19 -2.3436 2.9923 1.7088
H20 -3.0026 2.8149 3.3488
C11 7.6500 3.5074 -2.1091
Cl5 8.5074 3.4017 -0.5675
Cl6 6.3544 2.3056 -2.2086
H21 7.2007 4.4923 -2.1982
H22 8.3549 3.3373 -2.9185
C12 1.1789 -3.8402 2.8782
Cl7 -0.1747 -3.7690 1.7468
Cl8 1.6649 -2.2173 3.4019
H23 0.8801 -4.4149 3.7503
H24 2.0228 -4.3192 2.3897
C13 -6.6481 -1.1038 3.3339
Cl9 -8.0053 -1.5486 2.2923
Cl10 -5.8006 -2.5347 3.9317
H25 -5.9523 -0.4964 2.7627
H26 -7.0250 -0.5377 4.1811
C14 3.2998 -6.7896 -3.3041
Cl11 4.9965 -7.2786 -3.2879
Cl12 2.3151 -7.9320 -4.2250
H27 2.9346 -6.7524 -2.2802
H28 3.2199 -5.8062 -3.7601
C15 -2.0628 5.2959 5.2821
Cl13 -1.7838 5.0712 7.0100
Cl14 -1.0670 4.1921 4.3214
H29 -3.1061 5.1021 5.0653
H30 -1.8128 6.3186 5.0137
C16 -5.6423 5.0781 -0.8602
Cl15 -6.3549 6.6920 -0.9715
Cl16 -6.7654 3.8382 -1.4320
H31 -4.7428 5.0468 -1.4693
H32 -5.3942 4.8770 0.1779
C17 -9.9332 7.1457 -1.0546
Cl17 -11.2737 7.1983 -2.2048
Cl18 -9.4577 8.7711 -0.5443
H33 -10.2421 6.5793 -0.1802
H34 -9.0831 6.6623 -1.5267
C18 -0.8722 -6.3334 -1.2523
Cl19 0.8557 -6.1637 -1.6050
Cl20 -1.1364 -7.2598 0.2260
H35 -1.3047 -5.3438 -1.1310
H36 -1.3508 -6.8467 -2.0807
C19 -4.5354 -8.3838 -1.3666
Cl21 -3.2110 -9.5518 -1.3216
Cl22 -3.9440 -6.7198 -1.2209
H37 -5.0604 -8.4864 -2.3119
H38 -5.2135 -8.5880 -0.5428
C20 4.8451 6.7269 -1.3221
Cl23 5.5696 6.1540 -2.8339
Cl24 6.0352 7.5560 -0.3151
H39 4.0393 7.4166 -1.5575
H40 4.4537 5.8755 -0.7752
C21 -10.5125 -4.3338 1.5224
Cl25 -10.1313 -5.5409 0.2880
Cl26 -11.5003 -5.0263 2.8133
H41 -9.5845 -3.9620 1.9498
H42 -11.0595 -3.5171 1.0594
C22 1.1351 5.1889 -0.0249
Cl27 1.8508 4.6053 -1.5354
Cl28 2.3331 6.0233 0.9732
H43 0.3290 5.8788 -0.2592
H44 0.7445 4.3387 0.5299
C23 -6.8245 6.3452 3.7977
Cl29 -6.7104 8.1059 3.8284
Cl30 -5.4452 5.5964 4.6163
H45 -7.7383 6.0416 4.3007
H46 -6.8427 6.0109 2.7628
C24 4.3360 -8.1185 -7.5120
Cl31 5.6729 -9.2703 -7.4370
Cl32 4.9149 -6.4525 -7.3681
H47 3.8255 -8.2322 -8.4643
H48 3.6469 -8.3241 -6.6960
C25 1.6848 -0.1120 -3.6197
Cl33 0.0367 0.1748 -3.0496
Cl34 2.8795 0.4185 -2.4240
H49 1.8153 -1.1755 -3.7992
H50 1.8396 0.4409 -4.5419

Computed properties:
Energy above the lowest of the compared OMol25 structures with the same formula, charge and spin (eV): 0.0000
Charge: +1
HOMO level (eV): -11.6902
2S+1: 1

Atomic partial charges in e from the Löwdin method, atoms 1 to 6: number 1, C, carries -0.119; number 2, C, carries -0.219; number 3, N, carries 0.011; number 4, C, carries -0.230; number 5, C, carries 0.066; number 6, N, carries -0.110